# 1
{"formula": "C2H3NO3S", "method": "ωB97M-V/def2-TZVPD", "spin_multiplicity": 3, "molar_mass_g_mol": 121.12, "orbital_gap_ev": [9.41, 9.10], "homo_energy_ev": [-8.72, -11.27], "total_energy_ha": -756.45824, "largest_force_ev_per_a": 2.8, "relative_energy_kj_mol": 141.9, "lumo_energy_ha": [0.0255, -0.0796], "s2": 2.019, "species": ["C", "C", "N", "O", "O", "O", "S", "H", "H", "H"], "coordinates": [[0.98, 0.86, 0.79], [0.30, -0.87, -0.39], [1.22, -0.38, 0.43], [-0.75, 1.04, -1.95], [-2.32, 0.17, -0.20], [-0.25, 1.37, 0.61], [-0.98, 0.44, -0.66], [1.62, 1.53, 1.48], [0.54, -1.61, -1.12], [-0.34, -2.55, 1.02]], "mulliken_spin": [0.395, 0.663, -0.103, 0.031, 0.013, 0.050, 0.010, 0.015, -0.011, 0.937]}


# 2
{"formula": "C2H3NO4", "method": "ωB97M-V/def2-TZVPD", "smiles": "O=C(O)NC(=O)O", "molar_mass_g_mol": 105.05, "orbital_gap_ev": 10.66, "homo_energy_ev": -10.65, "total_energy_ha": -433.71255, "largest_force_ev_per_a": 3.4, "relative_energy_kj_mol": 133.9, "lumo_energy_ha": 0.0003, "species": ["O", "C", "O", "N", "C", "O", "O", "H", "H", "H"], "coordinates": [[0.03, -1.15, 0.80], [-0.79, -0.49, 0.11], [-2.11, -0.62, 0.31], [-0.25, 0.55, -0.51], [1.26, 0.43, 0.26], [1.60, 1.35, 0.94], [2.07, -0.40, -0.40], [-2.61, 0.08, -0.13], [-0.76, 1.41, -0.68], [1.55, -1.17, -0.69]], "lowdin_charge": [0.049, -0.600, 0.154, 0.187, -0.468, 0.163, 0.131, 0.126, 0.131, 0.127]}


# 3
{"formula": "C2H3NO4S", "method": "ωB97M-V/def2-TZVPD", "molar_mass_g_mol": 137.12, "orbital_gap_ev": [6.64, 7.64], "homo_energy_ev": [-9.04, -9.37], "total_energy_ha": -831.70205, "largest_force_ev_per_a": 4.6, "relative_energy_kj_mol": 453.0, "lumo_energy_ha": [-0.0881, -0.0635], "species": ["C", "C", "N", "O", "O", "O", "O", "S", "H", "H", "H"], "coordinates": [[0.44, 1.61, 0.03], [1.26, 0.46, 0.07], [-0.28, -1.38, 0.33], [0.41, 2.74, -0.28], [-2.00, -0.70, -1.39], [-2.62, -0.46, 0.95], [0.79, -0.73, 0.92], [-1.66, -0.22, -0.08], [1.55, -0.02, -0.79], [2.13, 0.81, 0.67], [-0.02, -2.11, -0.44]], "lowdin_charge": [-0.087, -0.126, -0.191, 0.220, -0.408, -0.374, -0.191, 0.721, 0.120, 0.169, 0.146]}


# 4
{"formula": "C2H3NO5S2", "method": "ωB97M-V/def2-TZVPD", "molar_mass_g_mol": 185.18, "total_charge": -2, "orbital_gap_ev": 6.40, "homo_energy_ev": -0.50, "total_energy_ha": -1305.31844, "largest_force_ev_per_a": 3.7, "relative_energy_kj_mol": 44.0, "lumo_energy_ha": 0.2168, "species": ["C", "C", "N", "O", "O", "O", "O", "O", "S", "S", "H", "H", "H"], "coordinates": [[-1.40, -0.54, 0.32], [-0.09, 0.11, 0.05], [-2.42, -0.23, -0.34], [-2.28, 2.24, -0.80], [-3.35, -2.32, 2.58], [-1.34, -1.60, 1.12], [-1.19, 0.77, -2.43], [-3.50, -3.23, 0.31], [-2.43, 0.97, -1.61], [-2.59, -2.92, 1.46], [0.71, -0.29, 0.64], [-0.11, 1.33, 0.20], [-0.04, 0.03, -1.15]], "lowdin_charge": [-0.656, -0.084, -0.115, -0.624, -0.552, -0.296, -0.617, -0.556, 0.579, 0.695, 0.027, 0.115, 0.083]}


# 5
{"formula": "C2H3NOPS", "method": "ωB97M-V/def2-TZVPD", "molar_mass_g_mol": 120.09, "total_charge": 1, "orbital_gap_ev": 8.87, "homo_energy_ev": -15.79, "total_energy_ha": -947.20600, "largest_force_ev_per_a": 5.9, "relative_energy_kj_mol": 0.0, "lumo_energy_ha": -0.2541, "species": ["C", "C", "N", "O", "P", "S", "H", "H", "H"], "coordinates": [[0.00, -0.07, 0.03], [-1.36, 0.36, -0.04], [0.50, -1.31, 0.41], [1.81, -1.36, 0.32], [2.79, -0.17, -0.12], [1.24, 1.07, -0.61], [-1.47, 0.74, -0.99], [-1.56, 1.17, 0.77], [-1.96, -0.44, 0.24]], "lowdin_charge": [-0.564, -0.069, 0.052, -0.454, 0.915, 0.804, 0.067, 0.163, 0.086]}


# 6
{"formula": "C2H3NOS", "method": "ωB97M-V/def2-TZVPD", "smiles": "C=C=O.N=S", "molar_mass_g_mol": 89.12, "orbital_gap_ev": [7.06, 7.07], "homo_energy_ev": [-8.84, -8.86], "total_energy_ha": -606.06801, "largest_force_ev_per_a": 3.2, "relative_energy_kj_mol": 313.3, "lumo_energy_ha": [-0.0656, -0.0657], "species": ["C", "C", "O", "H", "H", "N", "S", "H"], "coordinates": [[0.97, -0.57, 0.22], [0.53, -1.08, 1.36], [0.30, -1.67, 2.38], [1.80, -1.23, -0.14], [0.41, 0.14, -0.44], [-1.08, 1.12, -0.87], [-0.88, 2.24, -1.92], [-2.06, 1.06, -0.58]], "lowdin_charge": [-0.027, -0.262, 0.107, 0.075, -0.013, -0.525, 0.653, -0.010]}


# 7
{"formula": "C2H3NOS", "method": "ωB97M-V/def2-TZVPD", "smiles": "O=C=S.C=N", "molar_mass_g_mol": 89.12, "orbital_gap_ev": 10.73, "homo_energy_ev": -9.94, "total_energy_ha": -606.16618, "largest_force_ev_per_a": 3.3, "relative_energy_kj_mol": 55.6, "lumo_energy_ha": 0.0290, "species": ["O", "C", "S", "C", "N", "H", "H", "H"], "coordinates": [[-0.63, -3.54, 0.93], [0.00, -3.02, 1.71], [0.78, -2.19, 2.76], [0.16, 0.08, 0.32], [-0.62, -0.79, -0.12], [0.24, 1.04, -0.25], [0.43, -0.01, 1.31], [-0.88, -0.70, -1.09]], "lowdin_charge": [0.123, -0.896, 0.773, -0.136, 0.038, 0.081, -0.024, 0.042]}


# 8
{"formula": "C2H3NOS2", "method": "ωB97M-V/def2-TZVPD", "molar_mass_g_mol": 121.19, "orbital_gap_ev": 9.02, "homo_energy_ev": -9.22, "total_energy_ha": -1004.32956, "largest_force_ev_per_a": 5.9, "relative_energy_kj_mol": 152.2, "lumo_energy_ha": -0.0071, "species": ["C", "C", "H", "H", "H", "N", "O", "S", "S"], "coordinates": [[-1.14, -0.22, 0.05], [1.35, 0.80, 0.46], [-0.53, -2.02, 0.57], [1.09, 0.80, 1.63], [1.99, 1.51, -0.06], [-0.20, -1.14, 0.60], [-2.26, -0.64, -0.18], [1.39, -0.77, -0.36], [-0.42, 1.35, -0.13]], "lowdin_charge": [-0.924, -0.708, 0.031, 0.097, 0.026, -0.206, 0.013, 0.803, 0.868]}


# 9
{"formula": "C2H3NOS2", "method": "ωB97M-V/def2-TZVPD", "smiles": "O=CN(S)C=S", "molar_mass_g_mol": 121.19, "orbital_gap_ev": 8.75, "homo_energy_ev": -9.23, "total_energy_ha": -1004.34974, "largest_force_ev_per_a": 1.1, "relative_energy_kj_mol": 99.2, "lumo_energy_ha": -0.0173, "species": ["O", "C", "N", "S", "C", "S", "H", "H", "H"], "coordinates": [[1.85, -1.30, 0.00], [1.47, -0.16, 0.00], [0.11, 0.20, -0.01], [-0.24, 1.91, 0.00], [-0.85, -0.76, 0.00], [-2.46, -0.54, 0.00], [2.12, 0.73, 0.01], [-1.57, 1.70, 0.00], [-0.41, -1.77, 0.01]], "lowdin_charge": [0.063, -0.333, -0.493, 0.805, -0.716, 0.667, 0.118, -0.194, 0.083]}


# 10
{"formula": "C2H3NOS2", "method": "ωB97M-V/def2-TZVPD", "smiles": "O=C1CSSN1", "molar_mass_g_mol": 121.19, "orbital_gap_ev": 8.02, "homo_energy_ev": -9.24, "total_energy_ha": -1004.32233, "largest_force_ev_per_a": 5.1, "relative_energy_kj_mol": 171.2, "lumo_energy_ha": -0.0450, "species": ["O", "C", "C", "S", "S", "N", "H", "H", "H"], "coordinates": [[0.00, 1.26, -1.50], [0.08, 0.44, -0.56], [-1.06, -0.28, 0.06], [-0.26, -1.77, 0.97], [1.23, -0.67, 1.77], [1.33, 0.18, -0.16], [-1.55, 0.47, 0.76], [-1.73, -0.48, -0.85], [1.96, 0.85, -0.49]], "lowdin_charge": [0.011, -0.714, -0.386, 0.435, 0.447, -0.095, 0.114, 0.122, 0.066]}


Q: Which formula does entry 9 have?
A: C2H3NOS2


Q: What is the formula in the sixth record?
A: C2H3NOS


What did the third record say?
{"formula": "C2H3NO4S", "method": "ωB97M-V/def2-TZVPD", "molar_mass_g_mol": 137.12, "orbital_gap_ev": [6.64, 7.64], "homo_energy_ev": [-9.04, -9.37], "total_energy_ha": -831.70205, "largest_force_ev_per_a": 4.6, "relative_energy_kj_mol": 453.0, "lumo_energy_ha": [-0.0881, -0.0635], "species": ["C", "C", "N", "O", "O", "O", "O", "S", "H", "H", "H"], "coordinates": [[0.44, 1.61, 0.03], [1.26, 0.46, 0.07], [-0.28, -1.38, 0.33], [0.41, 2.74, -0.28], [-2.00, -0.70, -1.39], [-2.62, -0.46, 0.95], [0.79, -0.73, 0.92], [-1.66, -0.22, -0.08], [1.55, -0.02, -0.79], [2.13, 0.81, 0.67], [-0.02, -2.11, -0.44]], "lowdin_charge": [-0.087, -0.126, -0.191, 0.220, -0.408, -0.374, -0.191, 0.721, 0.120, 0.169, 0.146]}